DFT (the ωB97M-V functional and the def2-TZVPD basis) results for a structure of composition C41H53BClGeKN6O4S in a non-equilibrium geometry.

Each line ends with the Löwdin charge.
Cartesian coordinates (Å):
K (0.59890, 1.83984, -0.25339)  0.712
C (-2.54280, 0.69102, 3.91442)  -0.072
C (-1.56445, 1.05871, 2.80696)  -0.366
C (-0.15489, 1.44709, 3.34549)  -0.022
C (-2.17498, 2.14839, 2.07010)  -0.335
C (-3.33586, 2.92469, 2.47180)  -0.004
C (-3.34035, 3.99033, 1.54734)  -0.088
N (-2.32410, 3.85059, 0.71200)  -0.024
N (-1.58711, 2.70468, 1.03769)  0.036
B (-2.12381, 4.74524, -0.54843)  -0.547
N (-2.54778, 4.00456, -1.86803)  -0.027
C (-3.49115, 4.52670, -2.71652)  -0.090
C (-3.85732, 3.55343, -3.60822)  -0.044
C (-3.01530, 2.43665, -3.30348)  -0.304
N (-2.24814, 2.69711, -2.24409)  0.126
C (-3.11435, 1.06291, -3.89955)  -0.381
C (-3.89805, 1.24071, -5.19209)  -0.092
C (-1.73869, 0.39409, -4.04545)  -0.077
N (-0.70448, 5.29240, -0.55913)  -0.015
C (-0.25006, 6.46446, -1.17458)  -0.063
C (1.07974, 6.65390, -0.86610)  -0.031
C (1.40879, 5.57067, 0.02677)  -0.284
N (0.32083, 4.79687, 0.24335)  0.090
C (2.77762, 5.19088, 0.49413)  -0.391
C (3.76925, 6.36449, 0.45146)  -0.086
C (2.73906, 4.47072, 1.84179)  -0.083
H (-2.21886, -0.16433, 4.46060)  0.045
H (-2.69895, 1.60437, 4.56446)  0.100
H (-3.54994, 0.53105, 3.48534)  0.090
H (-1.41826, 0.17000, 2.13093)  0.144
H (0.20262, 2.31599, 2.80730)  0.059
H (-0.27776, 1.69446, 4.38672)  0.078
H (0.49669, 0.58428, 3.22786)  0.047
H (-3.92997, 2.78829, 3.34886)  0.072
H (-4.01722, 4.83901, 1.41862)  0.117
H (-2.93233, 5.64033, -0.44478)  0.107
H (-3.83348, 5.56007, -2.57268)  0.117
H (-4.64217, 3.62678, -4.30817)  0.073
H (-3.69478, 0.50899, -3.17271)  0.134
H (-3.46934, 1.99458, -5.89600)  0.097
H (-3.98521, 0.30718, -5.72984)  0.064
H (-4.89852, 1.65173, -4.92352)  0.079
H (-1.04910, 1.10381, -4.50362)  0.081
H (-1.28388, 0.35987, -3.05566)  0.039
H (-1.82990, -0.63200, -4.44338)  0.076
H (-0.94981, 6.99139, -1.78887)  0.107
H (1.73126, 7.41746, -1.28457)  0.092
H (3.16360, 4.45222, -0.27720)  0.133
H (3.40832, 7.25950, 0.94302)  0.072
H (4.72190, 6.05873, 0.93951)  0.077
H (3.99759, 6.70821, -0.60038)  0.087
H (3.71239, 4.51974, 2.37563)  0.076
H (2.03906, 5.04491, 2.50946)  0.097
H (2.36844, 3.43738, 1.84526)  0.044
C (1.63256, -1.08490, 5.42672)  -0.030
C (0.27394, -1.72747, 5.33146)  -0.193
C (-0.58213, -1.96111, 6.41929)  -0.044
C (-1.81554, -2.65373, 6.30256)  -0.685
Cl (-2.82339, -2.89208, 7.67247)  0.689
C (-2.15400, -3.19426, 5.08501)  -0.123
C (-1.35080, -3.00728, 3.96522)  0.011
C (-0.14493, -2.25676, 4.08601)  -0.227
O (0.44939, -1.86412, 2.88506)  -0.099
C (1.17496, -2.86116, 2.14939)  -0.063
C (0.87746, -2.66457, 0.59953)  -0.460
O (0.37435, -3.73609, -0.04593)  -0.140
O (1.03017, -1.49440, 0.17070)  -0.006
H (1.94019, -0.59582, 4.47099)  0.079
H (2.39270, -1.87194, 5.62684)  0.095
H (1.65332, -0.37697, 6.24654)  0.079
H (-0.33041, -1.59523, 7.39016)  0.102
H (-3.04712, -3.78888, 5.08679)  0.099
H (-1.71367, -3.33056, 2.97231)  0.132
H (0.89715, -3.88090, 2.45168)  0.131
H (2.24542, -2.67984, 2.31602)  0.125
Ge (0.16263, -3.50654, -1.97126)  1.101
C (-1.10796, -5.00301, -2.22318)  -0.300
C (-0.91292, -5.89772, -3.28593)  -0.092
C (-1.64325, -7.08832, -3.31681)  -0.078
C (-2.56597, -7.34974, -2.31283)  -0.087
C (-2.77677, -6.42580, -1.29225)  -0.077
C (-2.07231, -5.23535, -1.29556)  -0.136
C (1.81900, -4.15234, -2.82173)  -0.307
C (2.08531, -3.79600, -4.15089)  -0.133
C (3.19244, -4.29896, -4.75745)  -0.102
C (4.03974, -5.18723, -4.07902)  -0.075
C (3.73115, -5.56519, -2.76158)  -0.091
C (2.66162, -5.00071, -2.11401)  -0.116
H (-0.21945, -2.06734, -2.40471)  0.002
H (-0.29077, -5.62172, -4.10792)  0.088
H (-1.36779, -7.87446, -4.00360)  0.102
H (-3.13480, -8.27514, -2.34021)  0.104
H (-3.41513, -6.69999, -0.43153)  0.116
H (-2.35705, -4.47811, -0.59779)  0.097
H (1.40484, -3.16886, -4.71387)  0.105
H (3.50568, -4.02140, -5.78536)  0.118
H (4.91843, -5.66963, -4.55711)  0.113
H (4.32993, -6.34932, -2.25754)  0.115
H (2.45845, -5.28346, -1.10184)  0.097
C (4.19040, -0.33277, 0.89372)  -0.286
S (4.49431, 1.07981, -0.10276)  0.880
C (4.55661, 0.21853, -1.77700)  -0.209
O (3.16903, 1.79730, -0.15972)  -0.686
H (3.09854, -0.56104, 0.92985)  0.050
H (4.63976, -0.09511, 1.86850)  0.051
H (4.78735, -1.22924, 0.54301)  0.077
H (5.28488, -0.61381, -1.63180)  0.054
H (4.92027, 0.91678, -2.53984)  0.050
H (3.59122, -0.14118, -2.07521)  0.042

The electronic energy is -5783.73728 Ha. Its spin multiplicity is 1. Its HOMO energy is -0.2775 Eh. The energy above the lowest of the compared OMol25 structures with the same formula, charge and spin comes out at 0.0 kcal/mol. The value obtained for the largest force on an atom is 3.4 eV/Å. As for the frontier orbital gap: 7.479 eV.